A cluster of 11 separate species, C52H133N7O19 in total at a distorted geometry. Source: the OMol25 dataset; level of theory: wB97M-V/def2-TZVPD.

XYZ file:
```
211
C52H133N7O19, DFT wB97M-V/def2-TZVPD
C 25.191 8.001 12.886
O 26.012 6.992 12.202
C 26.877 7.334 11.082
C 27.347 6.040 10.436
O 27.191 6.189 9.019
C 26.155 5.444 8.340
C 25.048 6.572 8.116
O 24.404 6.881 9.294
C 23.503 5.884 9.804
H 24.794 7.540 13.790
H 24.478 8.497 12.227
H 25.836 8.821 13.203
H 27.746 7.882 11.444
H 26.426 8.033 10.377
H 26.946 5.070 10.729
H 28.395 5.949 10.721
H 25.844 4.621 8.983
H 26.511 5.065 7.382
H 24.350 6.151 7.392
H 25.553 7.430 7.674
H 23.161 5.082 9.150
H 22.660 6.405 10.257
H 23.935 5.387 10.673
C 30.973 -0.195 9.774
O 30.151 -0.355 10.917
C 29.268 -1.465 10.696
C 29.888 -2.792 11.012
O 29.963 -3.588 9.862
C 30.165 -4.951 10.170
C 28.859 -5.597 10.482
O 28.010 -5.294 9.409
C 27.163 -6.307 9.203
H 31.425 0.784 9.612
H 30.611 -0.462 8.781
H 31.725 -0.963 9.958
H 28.895 -1.424 9.672
H 28.422 -1.316 11.367
H 29.303 -3.245 11.813
H 30.904 -2.682 11.390
H 30.802 -5.222 11.012
H 30.566 -5.449 9.287
H 28.380 -5.219 11.386
H 29.062 -6.645 10.703
H 27.561 -7.278 8.906
H 26.402 -5.947 8.511
H 26.547 -6.512 10.079
C 24.201 1.680 11.969
O 25.581 1.104 12.023
C 26.102 0.747 13.286
C 26.451 2.065 14.004
O 25.323 2.580 14.654
C 25.459 3.972 15.000
C 24.265 4.462 15.723
O 23.021 4.421 15.054
C 22.924 5.195 13.863
H 23.885 1.809 10.933
H 24.099 2.694 12.355
H 23.417 1.124 12.483
H 27.068 0.304 13.045
H 25.508 0.078 13.909
H 26.840 2.778 13.276
H 27.107 2.022 14.873
H 25.726 4.615 14.162
H 26.257 4.180 15.712
H 24.571 5.490 15.920
H 23.993 3.964 16.653
H 23.882 5.387 13.380
H 22.464 6.145 14.137
H 22.085 4.796 13.293
C 20.891 2.084 8.882
O 22.121 2.734 8.714
C 22.847 2.475 7.452
C 24.326 2.089 7.678
O 25.149 2.624 6.686
C 26.370 1.959 6.405
C 27.233 1.368 7.571
O 27.345 2.339 8.641
C 28.233 2.012 9.705
H 20.575 2.013 9.922
H 20.842 1.189 8.261
H 20.189 2.767 8.403
H 22.918 3.370 6.833
H 22.376 1.679 6.875
H 24.646 1.051 7.771
H 24.645 2.395 8.675
H 26.970 2.446 5.636
H 25.998 1.062 5.909
H 28.180 1.082 7.114
H 26.820 0.430 7.939
H 29.241 1.669 9.474
H 27.799 1.210 10.303
H 28.361 2.821 10.425
C 23.851 8.757 17.682
C 23.986 9.900 16.701
C 22.747 10.183 15.832
O 22.566 9.160 14.883
C 22.155 9.580 13.609
N 24.427 11.097 17.419
H 23.440 7.872 17.195
H 23.303 9.048 18.578
H 24.771 8.385 18.134
H 24.823 9.739 16.022
H 22.924 11.150 15.362
H 21.856 10.181 16.460
H 22.069 8.773 12.882
H 22.880 10.347 13.335
H 21.137 9.960 13.526
H 24.267 11.889 16.813
H 25.427 10.998 17.526
C 25.928 0.879 17.277
C 27.018 0.459 18.270
C 26.698 1.211 19.605
O 25.306 1.184 19.962
C 24.852 0.079 20.690
N 26.917 -1.026 18.472
H 24.921 0.622 17.603
H 26.036 0.486 16.266
H 25.885 1.963 17.167
H 27.989 0.719 17.847
H 26.967 2.243 19.377
H 27.333 0.886 20.429
H 23.865 0.352 21.062
H 25.470 -0.148 21.559
H 24.683 -0.788 20.052
H 26.033 -1.213 18.923
H 27.623 -1.270 19.152
C 31.089 -1.198 14.490
C 29.814 -0.439 14.824
C 28.536 -1.266 15.133
O 28.146 -2.125 14.073
C 26.893 -2.863 14.225
N 30.259 0.233 16.020
H 30.951 -1.777 13.577
H 31.357 -1.773 15.378
H 31.950 -0.542 14.362
H 29.635 0.294 14.037
H 27.820 -0.459 15.290
H 28.509 -1.774 16.097
H 27.143 -3.916 14.354
H 26.273 -2.724 13.339
H 26.243 -2.560 15.046
H 29.421 0.778 16.160
H 30.805 1.070 15.876
C 19.155 -4.581 10.940
C 19.432 -4.401 12.419
C 18.854 -3.081 13.172
O 19.487 -1.818 12.790
C 20.812 -1.632 13.339
N 18.805 -5.442 13.136
H 19.820 -3.961 10.338
H 18.109 -4.380 10.710
H 19.344 -5.603 10.614
H 20.506 -4.405 12.601
H 18.998 -3.156 14.250
H 17.811 -2.893 12.919
H 21.555 -2.349 12.990
H 20.792 -1.753 14.422
H 21.230 -0.667 13.052
H 18.139 -5.843 12.491
H 18.262 -5.115 13.922
C 24.517 6.382 21.461
C 24.760 6.018 20.061
C 26.307 6.112 19.862
O 26.716 5.681 18.502
C 28.189 5.285 18.316
N 24.222 4.654 20.058
H 23.466 6.246 21.714
H 24.913 7.377 21.662
H 25.081 5.680 22.075
H 24.203 6.696 19.414
H 26.990 5.628 20.560
H 26.569 7.169 19.803
H 28.234 4.196 18.345
H 29.024 5.693 18.885
H 28.429 5.340 17.255
H 24.519 3.921 19.430
H 24.382 4.077 20.872
C 23.350 -1.689 10.688
C 24.084 -3.099 10.626
C 23.614 -3.975 11.719
O 23.809 -3.537 13.023
C 23.543 -4.524 14.026
N 23.730 -3.681 9.338
H 22.304 -1.760 10.390
H 23.946 -1.056 10.031
H 23.414 -1.417 11.742
H 25.129 -2.794 10.668
H 24.166 -4.903 11.569
H 22.569 -4.280 11.661
H 22.542 -4.939 13.907
H 23.515 -4.097 15.028
H 24.233 -5.368 14.043
H 23.922 -4.672 9.331
H 24.274 -3.093 8.723
C 29.719 5.040 14.513
C 30.837 3.957 14.090
C 31.913 4.676 13.196
O 31.430 5.171 12.009
C 31.155 4.179 11.016
N 31.433 3.456 15.251
H 29.247 5.457 13.624
H 30.166 5.877 15.048
H 28.929 4.675 15.169
H 30.392 3.121 13.550
H 32.754 3.993 13.074
H 32.395 5.534 13.665
H 32.116 3.713 10.799
H 30.747 4.695 10.147
H 30.519 3.376 11.391
H 31.819 4.205 15.807
H 32.153 2.784 15.025
```

Results
HOMO energy (alpha / beta) = -10.1 / -10.1 eV
⟨S²⟩ = 0.76
E_tot = -3872.94141 Eh
net charge = +1
spin multiplicity = 2